Computed, not measured: C5H12N2O as an isolated structure, with wB97M-V/def2-TZVPD.

The geometry in XYZ format:
```
20
C5H12N2O, DFT wB97M-V/def2-TZVPD
C 0.753 0.822 -0.819
C 0.386 1.809 0.238
C -0.870 -0.067 -1.428
O 1.240 1.331 -2.007
H 0.669 2.048 -2.312
H 1.444 0.048 -0.498
H -0.064 2.707 -0.188
H 1.253 2.086 0.838
H -0.350 1.372 0.939
H -0.370 -0.510 -2.283
H -1.359 0.873 -1.680
H -1.764 -0.635 -1.207
C 0.357 -1.981 0.690
C -1.188 -0.549 1.726
N -0.839 -1.294 0.746
N 0.977 -2.372 1.725
H 1.824 -2.890 1.501
H 0.631 -2.230 -0.339
H -2.238 -0.315 1.849
H -0.492 -0.255 2.509
```

* LUMO: 0.0131 Eh
* orbital gap: 0.342 hartree


Computed, not measured: C6H22N8O6Tl as an isolated structure, with wB97M-V/def2-TZVPD.

The geometry in XYZ format:
```
43
C6H22N8O6Tl, DFT wB97M-V/def2-TZVPD
Tl 0.449 0.243 0.117
C -2.221 -3.940 0.308
C -1.609 -3.192 1.481
O -0.464 -2.401 1.115
O -1.167 -4.663 -0.245
H -2.779 -3.441 -0.484
H -3.010 -4.563 0.730
H -1.301 -3.859 2.287
H -2.389 -2.473 1.729
H 0.303 -2.966 0.994
H -1.297 -4.658 -1.196
C 0.672 -0.384 4.151
O 0.475 -0.132 2.993
N 0.070 0.214 5.149
N 1.711 -1.142 4.565
H -0.665 0.890 4.995
H 0.496 0.145 6.062
H 2.467 -1.281 3.910
H 1.840 -1.377 5.539
C -2.530 -1.183 -2.205
O -1.409 -1.133 -1.738
N -3.588 -1.191 -1.450
N -2.814 -1.155 -3.527
H -3.338 -0.999 -0.491
H -4.470 -1.371 -1.908
H -3.763 -1.452 -3.701
H -2.162 -1.429 -4.248
C 1.393 1.586 -3.352
O 0.844 0.819 -2.535
N 1.307 2.890 -3.240
N 2.327 1.214 -4.134
H 0.638 3.196 -2.548
H 2.131 3.466 -3.341
H 2.430 0.234 -4.353
H 2.692 2.035 -4.595
C 2.300 3.706 0.562
O 2.269 2.516 0.446
N 1.263 4.539 0.319
N 3.373 4.334 0.492
H 0.483 3.976 0.012
H 1.557 5.471 0.062
H 3.375 5.257 0.902
H 4.110 3.654 0.369
```

* LUMO: -0.5725 Eh
* total charge: +3
* orbital gap: 0.094 hartree


Computed, not measured: one molecule with the formula C5H9NO, with wB97M-V/def2-TZVPD.

The geometry in XYZ format:
```
16
C5H9NO, DFT wB97M-V/def2-TZVPD
C -2.756 -0.457 0.023
C -1.457 -0.554 -0.109
C 1.142 -1.139 0.244
C 1.610 1.402 -0.167
C 0.703 0.233 -0.136
N -0.539 0.488 -0.120
O -0.859 1.698 -0.133
H -3.475 -1.303 0.023
H -3.254 0.465 0.140
H -0.818 -1.388 -0.163
H 0.695 -1.940 -0.367
H 1.288 -1.276 1.362
H 2.203 -1.290 -0.180
H 2.647 1.077 -0.521
H 1.188 2.222 -0.769
H 1.683 1.763 0.873
```

* structure (SMILES): C=C[N+]([O-])=C(C)C
* LUMO: 0.0231 Eh
* orbital gap: 0.324 hartree


Computed, not measured: C45H43AsN2O3PPt as an isolated structure, with wB97M-V/def2-TZVPD.

The geometry in XYZ format:
```
96
C45H43AsN2O3PPt, DFT wB97M-V/def2-TZVPD
Pt 0.302 0.133 0.420
N 0.017 2.243 0.944
C -0.370 3.299 0.043
C 0.568 4.231 -0.422
C 0.213 5.128 -1.404
C -1.092 5.191 -1.829
C -2.010 4.274 -1.352
C -1.659 3.304 -0.466
P -2.670 1.993 0.095
C -3.091 2.222 1.788
C -3.347 1.108 2.580
C -3.615 1.321 3.890
C -3.685 2.589 4.435
C -3.486 3.706 3.645
C -3.188 3.512 2.299
C -4.064 1.548 -0.919
C -3.905 1.528 -2.332
C -4.918 1.061 -3.172
C -6.116 0.540 -2.605
C -6.268 0.556 -1.226
C -5.288 1.050 -0.385
H -0.515 2.232 1.860
H 1.012 2.343 1.198
H 1.606 4.295 -0.103
H 0.920 5.880 -1.724
H -1.353 5.968 -2.498
H -3.059 4.285 -1.662
H -3.375 0.100 2.151
H -3.776 0.475 4.532
H -3.858 2.687 5.474
H -3.577 4.712 3.988
H -2.951 4.366 1.674
H -3.017 1.922 -2.801
H -4.717 1.033 -4.241
H -6.833 0.045 -3.239
H -7.273 0.258 -0.845
H -5.438 1.088 0.670
O 2.071 -1.380 3.683
C 1.347 -1.192 2.718
O 0.595 -0.153 2.502
C 1.314 -2.207 1.574
C 1.879 -3.459 1.792
C 1.947 -4.311 0.745
C 1.512 -3.947 -0.566
C 1.602 -4.818 -1.713
C 1.090 -4.472 -2.917
C 0.572 -3.168 -3.025
C 0.470 -2.287 -1.973
C 0.945 -2.685 -0.691
N 0.890 -1.821 0.385
H 2.254 -3.697 2.798
H 2.413 -5.278 0.948
H 2.022 -5.784 -1.484
H 1.067 -5.174 -3.750
H 0.186 -2.835 -3.990
H 0.014 -1.323 -2.054
C -1.997 -2.463 1.631
C -2.437 -1.772 0.376
O -1.777 -0.838 -0.104
C -3.628 -2.244 -0.358
C -3.635 -2.152 -1.714
C -4.692 -2.709 -2.434
C -5.742 -3.309 -1.776
C -5.774 -3.356 -0.362
C -4.691 -2.885 0.342
H -1.269 -1.837 2.128
H -1.517 -3.373 1.342
H -2.820 -2.777 2.263
H -2.788 -1.658 -2.218
H -4.650 -2.750 -3.524
H -6.545 -3.825 -2.338
H -6.601 -3.818 0.164
H -4.616 -2.978 1.402
C 4.691 -1.198 0.093
As 4.079 0.579 0.465
C 4.702 0.783 2.345
C 5.172 1.954 -0.625
C 6.469 1.324 -0.567
C 7.356 1.561 0.503
C 8.652 1.055 0.402
C 8.988 0.253 -0.688
C 8.120 -0.019 -1.743
C 6.853 0.510 -1.633
H 5.778 -1.356 0.082
H 4.292 -1.541 -0.866
H 4.371 -1.768 0.958
H 5.724 0.384 2.465
H 4.063 0.227 3.031
H 4.745 1.828 2.605
H 5.000 2.849 -0.124
H 4.705 1.952 -1.604
H 7.103 2.221 1.318
H 9.423 1.265 1.159
H 10.000 -0.139 -0.777
H 8.422 -0.619 -2.608
H 6.156 0.410 -2.454
```

* spin multiplicity: 5
* LUMO (spin up / spin down): -0.2748 / -0.3915 Eh
* total charge: +3
* orbital gap (spin up / spin down): 0.291 / 0.195 hartree


Computed, not measured: C6H11NO as an isolated structure, with wB97M-V/def2-TZVPD.

The geometry in XYZ format:
```
19
C6H11NO, DFT wB97M-V/def2-TZVPD
C 0.944 -1.467 0.366
C 0.416 0.031 0.375
C -0.855 0.178 1.211
C -1.976 -0.267 0.198
C -0.143 0.594 -0.921
C 1.271 0.615 -1.286
H 0.070 -2.143 0.191
H 1.340 -1.617 1.330
H 1.784 -1.619 -0.438
H -1.028 1.327 1.362
H -0.797 -0.299 2.174
H -2.502 -1.261 0.305
H -2.882 0.418 0.263
H -0.524 1.692 -0.787
H 1.676 -0.293 -1.748
H 1.515 1.483 -1.874
H 1.439 1.958 0.258
N 1.619 0.880 0.153
O -1.366 -0.212 -1.133
```

* LUMO: 0.0363 Eh
* orbital gap: 0.367 hartree


Computed, not measured: C12H11BaF16N3O4S2Sb as an isolated structure, with wB97M-V/def2-TZVPD.

The geometry in XYZ format:
```
50
C12H11BaF16N3O4S2Sb, DFT wB97M-V/def2-TZVPD
Ba -0.781 0.378 0.510
C 3.280 -2.488 1.671
N 3.293 -1.290 0.860
C 2.730 -0.139 1.512
C 3.041 -1.480 -0.544
C 1.738 -2.260 -0.944
N 0.745 -1.467 -1.627
C 0.872 -1.127 -2.905
C -0.233 -0.442 -3.496
F -1.343 -0.300 -2.785
C -0.193 0.036 -4.784
F -1.257 0.660 -5.284
C 0.933 -0.136 -5.571
C 2.017 -0.818 -5.040
F 3.114 -0.991 -5.785
C 1.998 -1.317 -3.762
F 3.088 -1.951 -3.316
H 3.732 -3.312 1.117
H 2.270 -2.799 1.980
H 3.866 -2.330 2.577
H 2.883 0.754 0.906
H 3.236 -0.007 2.470
H 1.655 -0.224 1.778
H 3.887 -2.031 -0.958
H 3.036 -0.502 -1.028
H 1.268 -2.643 -0.036
H 2.025 -3.126 -1.546
H 0.968 0.248 -6.581
F -1.882 3.372 4.488
C -2.943 2.989 3.813
F -3.657 2.143 4.531
F -3.680 4.037 3.505
S -2.384 2.161 2.225
O -0.954 2.365 2.155
O -3.122 2.803 1.152
N -2.799 0.545 2.333
S -1.749 -0.379 3.351
O -1.283 0.379 4.464
O -0.743 -1.153 2.607
C -2.862 -1.743 3.934
F -3.325 -2.417 2.894
F -2.114 -2.529 4.690
F -3.864 -1.255 4.641
F -0.129 1.759 -1.427
Sb -2.261 2.931 -1.291
F -2.703 1.004 -0.951
F -0.856 3.723 -0.299
F -2.906 4.697 -1.202
F -1.648 3.044 -3.044
F -4.002 2.627 -1.960
```

* spin multiplicity: 2
* LUMO (spin up / spin down): -0.0581 / -0.0870 Eh
* orbital gap (spin up / spin down): 0.264 / 0.246 hartree


Computed, not measured: one molecule with the formula C3H3NO2S2, with wB97M-V/def2-TZVPD.

The geometry in XYZ format:
```
11
C3H3NO2S2, DFT wB97M-V/def2-TZVPD
C 0.959 0.572 1.088
C 0.221 -0.872 0.856
C -0.403 0.886 -1.176
H -0.875 -0.522 1.301
H 0.730 -1.792 1.452
H -1.460 -0.738 -1.580
N -0.797 -0.449 -0.940
O 1.819 0.934 1.846
O 0.059 -1.367 -0.375
S -1.260 1.795 -2.112
S 1.007 1.554 -0.359
```

* structure (SMILES): O=C1CONC(=S)S1
* LUMO: -0.0053 Eh
* orbital gap: 0.330 hartree


Computed, not measured: a 2-piece molecular cluster, C4H12 overall, with wB97M-V/def2-TZVPD.

The geometry in XYZ format:
```
16
C4H12, DFT wB97M-V/def2-TZVPD
C -0.768 0.350 1.881
C -0.038 -0.991 1.952
H -0.150 1.155 1.438
H -1.589 0.307 1.198
H -1.240 0.590 2.858
H -0.718 -2.041 1.822
H 0.619 -0.944 2.824
H 0.790 -0.981 1.162
C 0.140 0.941 -2.281
C 0.614 -0.250 -1.487
H -0.813 1.253 -2.006
H 0.972 1.642 -2.010
H -0.048 0.867 -3.377
H 1.062 -0.044 -0.489
H 1.416 -0.798 -2.100
H -0.247 -1.055 -1.385
```

* structure (SMILES): CC.CC
* LUMO: 0.0411 Eh
* orbital gap: 0.456 hartree


Computed, not measured: C6H11NO2 as an isolated structure, with wB97M-V/def2-TZVPD.

The geometry in XYZ format:
```
20
C6H11NO2, DFT wB97M-V/def2-TZVPD
C 1.789 1.300 2.257
N 0.811 0.695 1.372
C 0.392 -1.035 0.544
O 1.104 -2.013 0.602
C -0.925 -0.747 1.192
C -0.825 -0.612 2.698
C -0.560 0.584 1.848
C -1.443 1.799 1.837
H 1.672 0.919 3.283
H 2.794 1.024 1.915
H 1.697 2.398 2.281
H -1.862 -0.859 0.651
H -1.769 -0.639 3.243
H 0.017 -1.091 3.202
H -1.090 2.528 2.581
H -1.422 2.290 0.853
H -2.482 1.520 2.055
H 0.932 0.980 -0.028
O 0.658 -0.106 -1.009
H 1.467 -0.485 -1.371
```

* LUMO: 0.0298 Eh
* orbital gap: 0.359 hartree


Computed, not measured: an isolated ion of composition C3H11N4O and charge +1, with wB97M-V/def2-TZVPD.

The geometry in XYZ format:
```
19
C3H11N4O, DFT wB97M-V/def2-TZVPD
C 1.800 0.098 0.048
C -1.072 0.704 1.339
C -0.973 0.931 -1.152
N 2.844 -0.782 -0.080
N -1.746 -0.972 -0.133
N 0.600 -0.686 0.085
N -0.809 0.036 0.043
O 1.716 1.301 0.036
H -1.074 -0.016 2.150
H -0.295 1.437 1.418
H -1.982 1.217 1.371
H -0.967 0.336 -2.169
H -2.044 1.274 -1.104
H -0.121 1.612 -1.026
H 2.649 -1.701 -0.322
H 3.844 -0.517 0.163
H -1.303 -1.607 -0.744
H -1.674 -1.326 0.804
H 0.608 -1.339 -0.728
```

* structure (SMILES): C[N+](C)(N)NC(N)=O
* LUMO: -0.1174 Eh
* total charge: +1
* orbital gap: 0.425 hartree


Computed, not measured: one molecule with the formula C15H18Br2O4, with wB97M-V/def2-TZVPD.

The geometry in XYZ format:
```
39
C15H18Br2O4, DFT wB97M-V/def2-TZVPD
O 0.919 -0.477 3.897
Br -3.482 -0.839 -1.350
Br 1.812 1.473 -1.105
O 0.119 -1.892 -4.985
O 2.114 -0.209 -3.581
O -0.652 0.977 4.728
C -0.131 0.177 3.760
C -1.399 -1.279 -3.252
C -1.712 -0.626 -2.049
C 0.507 0.312 -1.950
C -0.121 -1.186 -3.830
C 0.832 -0.389 -3.150
C -0.790 0.181 -1.399
C 1.370 -2.635 -4.962
C 2.197 0.757 -4.610
C -0.379 2.394 6.551
C 0.044 1.052 5.961
C -1.136 0.878 -0.073
C -1.038 -1.155 1.606
C -0.433 0.127 1.087
C -1.039 0.101 2.507
H -2.203 -1.874 -3.723
H 1.343 -3.413 -5.705
H 2.259 -2.017 -5.200
H 1.502 -3.120 -3.990
H 3.071 0.491 -5.235
H 1.287 0.777 -5.239
H 2.342 1.786 -4.197
H -0.127 3.209 5.883
H 0.101 2.596 7.544
H -1.439 2.431 6.776
H -0.269 0.237 6.630
H 1.176 1.029 5.875
H -2.225 0.947 0.122
H -0.750 1.879 -0.201
H -2.006 -1.536 1.235
H -0.351 -1.965 1.926
H 0.658 0.186 1.077
H -1.971 0.616 2.623
```

* structure (SMILES): CCOC(=O)[C@@H]1C[C@H]1Cc1c(Br)cc(OC)c(OC)c1Br
* LUMO: 0.0184 Eh
* orbital gap: 0.347 hartree


Computed, not measured: H6IO3 as an isolated structure, with wB97M-V/def2-TZVPD.

The geometry in XYZ format:
```
10
H6IO3, DFT wB97M-V/def2-TZVPD
I 0.121 -0.440 1.293
O -0.437 0.410 -1.182
H 0.381 0.806 -1.483
H -0.222 0.032 -0.329
O 1.890 -1.606 -0.050
H 1.830 -1.243 -0.934
H 1.157 -1.211 0.421
O -1.648 1.458 0.839
H -2.265 0.792 0.536
H -0.808 1.001 0.889
```

* LUMO: 0.1360 Eh
* total charge: -1
* orbital gap: 0.268 hartree


Computed, not measured: a 2-piece molecular cluster, C3H3NO overall, with wB97M-V/def2-TZVPD.

The geometry in XYZ format:
```
8
C3H3NO, DFT wB97M-V/def2-TZVPD
C 1.709 0.491 0.193
C 0.023 -0.824 -0.273
C -1.002 0.107 0.041
N 2.617 1.183 0.352
O 0.214 -1.928 -0.563
H -1.066 0.839 -0.693
H -0.565 0.472 0.948
H -1.931 -0.339 -0.005
```

* LUMO: -0.0013 Eh
* orbital gap: 0.399 hartree


Computed, not measured: C3H3O2Rb as an isolated structure, with wB97M-V/def2-TZVPD.

The geometry in XYZ format:
```
9
C3H3O2Rb, DFT wB97M-V/def2-TZVPD
C 1.993 2.363 -0.605
C 0.744 1.930 -0.199
H 1.098 3.321 -0.771
H 2.667 2.656 0.213
H 0.280 1.381 -1.049
O 0.312 2.573 3.592
C 0.354 3.300 2.675
O 0.426 1.556 1.042
Rb 0.372 -0.718 3.496
```

* LUMO: -0.0505 Eh
* orbital gap: 0.172 hartree


Across the entries above, electronic energy takes the values -10403.34069 -35446.81247 -8864.70167 -129832.38621 -9934.07796 -97664.53401 -30411.29917 -4341.17849 -11981.57645 -11288.31394 -164120.12348 -14337.60912 -6694.17573 -7904.88410 eV, respectively.
Across the entries above, relative energy (zero: lowest compared OMol25 entry of this formula, charge and spin) takes the values 490.5 386.6 435.2 0.0 422.3 321.1 345.1 130.2 452.7 452.5 0.0 614.9 223.5 263.4 kJ/mol, respectively.